{
  "formula": "C4H11N2O2",
  "method": "wB97M-V/def2-TZVPD",
  "species": ["C", "C", "C", "C", "N", "N", "O", "O", "H", "H", "H", "H", "H", "H", "H", "H", "H", "H", "H"],
  "coordinates": [[0.0133, -0.2467, -0.0510], [-2.1024, -1.3077, -0.3025], [-1.9741, 0.9829, 0.3818], [3.7038, -0.1229, -0.0939], [-1.2619, -0.1246, -0.1958], [0.8655, 0.8462, 0.0025], [4.0038, -1.3124, 0.2008], [4.7998, 0.6063, -0.4184], [-1.3361, -2.0756, -0.5117], [-2.7693, -1.5486, 0.5574], [-2.8110, -1.1969, -1.2587], [-2.9175, 0.9486, 0.0353], [-2.0274, 0.6762, 1.5052], [-1.6367, 1.9682, 0.2084], [0.4824, -1.2835, -0.3626], [1.8546, 0.5238, -0.0684], [0.7815, 1.6529, 0.5479], [5.0670, -1.4632, 0.2324], [4.5067, 1.4651, -0.5377]],
  "forces_ev_per_a": [[3.04, 1.01, -2.35], [-0.80, -0.93, -2.72], [1.51, -1.00, 3.55], [0.41, 1.96, -0.78], [-1.00, -0.30, 1.35], [-0.19, -4.37, -0.47], [3.50, -1.58, 0.51], [-0.22, -3.69, 1.03], [-1.16, -0.37, 0.15], [0.91, 0.44, -0.34], [1.62, -0.21, 2.08], [-3.34, -0.14, -1.22], [-0.01, 1.27, -1.66], [1.06, 0.83, -0.12], [-0.79, 2.32, 0.89], [0.02, 0.19, 0.12], [-0.97, 1.29, 0.80], [-2.89, 0.37, -0.24], [-0.69, 2.91, -0.58]],
  "mulliken_charge": [0.294, -0.786, -1.041, -0.247, 0.100, -0.270, -0.308, -0.427, 0.310, 0.321, 0.298, 0.403, 0.376, 0.356, 0.202, 0.377, 0.280, 0.421, 0.341],
  "total_charge": 1,
  "e_above_lowest_kcal_mol": 79.28,
  "orbital_gap_ha": 0.364,
  "homo_energy_ev": -13.44,
  "fmax_ev_per_a": 4.40
}

---

{
  "formula": "C6H10N2",
  "method": "wB97M-V/def2-TZVPD",
  "species": ["H", "N", "C", "C", "C", "H", "H", "H", "H", "C", "N", "H", "C", "C", "H", "H", "H", "H"],
  "coordinates": [[3.2421, 1.4127, 2.0463], [2.4802, 0.7314, 2.0732], [1.8577, 0.6206, 0.9787], [2.1328, 1.3143, -0.2759], [1.4322, 1.1090, -1.3873], [1.0422, -0.0951, 0.9589], [2.9354, 2.0450, -0.2516], [0.6292, 0.3891, -1.4289], [1.6596, 1.6238, -2.3076], [-2.9974, -0.9986, -1.8244], [-1.8650, -0.8330, -1.6381], [-3.9013, -1.4686, -2.1389], [-1.6960, -0.4086, 0.6255], [-1.1561, -1.5584, 1.0332], [-1.1251, 0.4642, 0.3444], [-2.7665, -0.2085, 0.8270], [-0.2306, -1.9399, 0.6344], [-1.6733, -2.1994, 1.7309]],
  "forces_ev_per_a": [[-0.08, 0.00, -0.26], [0.11, 0.04, 0.47], [0.08, -0.23, 0.01], [-0.01, 0.38, -0.24], [0.20, -0.09, 0.11], [-0.15, -0.08, -0.03], [0.06, 0.00, -0.06], [-0.17, -0.13, 0.07], [0.04, 0.13, -0.05], [1.95, -0.71, -0.53], [-1.83, 0.16, -1.45], [-0.41, 0.41, 0.23], [-0.36, 0.04, 2.45], [-0.36, 0.38, -0.03], [0.00, -0.27, -0.95], [0.77, 0.05, 0.30], [0.57, 0.30, 0.41], [-0.40, -0.40, -0.44]],
  "mulliken_charge": [0.208, -0.626, 0.202, -0.075, -0.690, 0.290, 0.209, 0.247, 0.252, 0.052, -0.350, 0.320, -0.609, -0.517, 0.160, 0.388, 0.313, 0.228],
  "smiles": "[H]/N=C\\C=C.C#N.C=C",
  "e_above_lowest_kcal_mol": 95.42,
  "orbital_gap_ha": 0.360,
  "homo_energy_ev": -8.90,
  "fmax_ev_per_a": 2.48
}

---

{
  "formula": "C5H9NO",
  "method": "wB97M-V/def2-TZVPD",
  "species": ["C", "C", "N", "C", "O", "C", "C", "H", "H", "H", "H", "H", "H", "H", "H", "H"],
  "coordinates": [[1.6689, -0.8643, -0.1992], [0.5482, -0.3769, 0.6945], [0.7330, 1.0490, 1.1558], [-0.4923, 1.3237, 0.6189], [-1.4261, 2.1660, 0.9158], [-0.7650, 0.0728, 0.0269], [-1.2798, -0.3034, -1.3315], [1.8382, -0.1517, -1.0126], [1.4138, -1.8376, -0.6329], [2.6023, -0.9708, 0.3641], [0.4035, -1.0321, 1.5619], [0.9223, 1.2846, 2.1257], [-1.8504, 0.9458, 0.7399], [-0.4856, -0.3329, -2.0907], [-2.0335, 0.4177, -1.6670], [-1.7597, -1.2883, -1.3154]],
  "forces_ev_per_a": [[0.00, -0.01, -0.02], [0.17, -0.29, -0.02], [-0.02, 0.18, 0.16], [-0.07, -0.07, 0.11], [0.05, -0.09, -0.10], [0.17, -0.05, -0.21], [-0.07, -0.02, -0.06], [-0.03, -0.10, 0.09], [0.04, 0.13, 0.06], [-0.14, 0.01, -0.07], [0.01, 0.09, -0.10], [-0.01, -0.01, -0.13], [-0.18, 0.18, 0.12], [-0.09, 0.01, 0.13], [0.12, -0.10, 0.05], [0.06, 0.15, -0.01]],
  "mulliken_charge": [-1.465, 0.683, -0.476, 0.288, -0.623, -0.215, -1.118, 0.358, 0.313, 0.377, 0.304, 0.274, 0.392, 0.266, 0.341, 0.300],
  "e_above_lowest_kcal_mol": 103.16,
  "orbital_gap_ha": 0.333,
  "homo_energy_ev": -8.28,
  "fmax_ev_per_a": 0.33
}